No. 1
129
Properties=species:S:1:pos:R:3:mulliken_charge:R:1 method="wB97M-V/def2-TZVPD" charge=+1 homo_energy_ev=-10.03 e_tot_ev=-65129.738
C 3.1875 3.2756 0.6222 -1.7101
C 1.7345 2.8163 0.4752 1.3263
C 0.8520 3.8391 -0.2391 -1.3940
C -0.6722 3.6483 -0.1175 -0.9722
C -1.0924 3.2265 1.2796 0.1558
C -1.4055 1.7731 1.6600 0.5056
O -0.4718 0.8143 1.3271 -0.0409
C -0.6807 0.2360 0.0209 -0.2316
C -0.8624 -1.2659 0.2036 -0.6528
O -1.4151 -1.9147 -0.9063 -0.4936
C -2.6900 -1.4393 -1.3252 -0.5388
C -3.6954 -1.1996 -0.2101 0.6008
C -1.6882 1.9562 3.1783 0.9637
O -0.5254 2.2261 3.9493 -0.7166
B -2.5231 0.7776 3.9208 0.3334
C -2.7649 0.8592 5.4678 -0.9732
O -3.0179 -0.2924 3.2607 -0.8578
C -2.5433 3.1966 3.0276 -0.6831
N -2.2651 3.8441 1.9602 0.7100
N -2.8963 4.9980 1.4905 -1.1147
C -4.1051 4.7426 0.6433 -0.9608
C -4.1924 3.3610 0.0227 1.0260
C -5.3252 3.2708 -1.0127 -1.4664
H 3.7711 2.4308 0.9735 0.3220
H 3.2448 4.0164 1.4192 0.3898
H 3.5978 3.6850 -0.2960 0.3816
H 1.3726 2.5656 1.4688 -0.1595
H 1.7381 1.8856 -0.0915 -0.1616
H 1.1139 4.8458 0.0876 0.3742
H 1.0830 3.7923 -1.3020 0.4255
H -1.0590 2.9541 -0.8609 0.3959
H -1.1421 4.6090 -0.3332 0.4021
H -0.2723 3.5478 1.9234 0.5610
H -2.4015 1.4862 1.2978 -0.2929
H -1.5296 0.7052 -0.4729 0.3555
H 0.2007 0.4631 -0.5742 0.3308
H -1.4245 -1.4476 1.1267 0.3727
H 0.1194 -1.7057 0.3652 0.0961
H -2.5706 -0.5437 -1.9418 0.2923
H -3.0833 -2.2066 -1.9871 0.4161
H -3.4811 -0.2506 0.2872 -0.5146
H -4.6841 -1.0854 -0.6513 -0.1723
H -3.7237 -2.0066 0.5165 0.3083
H 0.1278 1.5496 3.7163 0.2565
H -3.8117 0.6466 5.6745 0.3008
H -2.1689 0.0777 5.9384 0.3298
H -2.4764 1.8249 5.8732 0.3542
H -2.7963 -0.3364 2.3213 0.2059
H -3.3482 3.5317 3.6698 0.6009
H -3.1868 5.5088 2.3179 0.3183
H -4.0955 5.4750 -0.1584 0.4199
H -5.0074 4.9117 1.2304 0.3346
H -4.3672 2.6051 0.7892 0.0518
H -3.2494 3.0899 -0.4531 -0.2971
H -6.1602 2.6931 -0.6266 0.3392
H -4.9868 2.7636 -1.9105 0.3757
H -5.6999 4.2540 -1.2855 0.4077
C 6.5216 -3.3393 2.7945 -0.5430
O 5.2131 -3.7779 2.4772 -0.3248
C 4.3958 -4.1051 3.5922 -0.9172
C 3.2695 -3.1035 3.7367 -0.0008
N 3.7702 -1.8020 4.1613 -0.2667
C 2.8089 -0.7138 4.0583 -1.1901
C 2.2965 -0.3594 2.6652 1.9078
O 3.2564 0.2120 1.7984 -0.2799
C 4.1126 -0.7202 1.1494 -0.3498
H 7.0769 -3.2825 1.8604 0.0783
H 6.5225 -2.3443 3.2555 0.2765
H 7.0216 -4.0402 3.4688 0.3943
H 4.9856 -4.1731 4.5106 0.4040
H 3.9614 -5.0895 3.3977 0.4124
H 2.5537 -3.4672 4.4801 0.4069
H 2.7567 -3.0647 2.7655 0.0549
H 4.5871 -1.5650 3.6148 0.0866
H 3.2838 0.1813 4.4701 0.3952
H 1.9496 -0.9419 4.6996 0.4803
H 1.5251 0.4091 2.7725 -1.3450
H 1.8091 -1.2127 2.1766 -0.1824
H 3.6030 -1.6645 0.9436 0.3803
H 5.0129 -0.9103 1.7363 0.1430
H 4.4290 -0.2787 0.2048 0.0237
C -10.9326 -3.8912 -3.3426 -0.7116
O -9.5723 -4.2355 -3.5236 -0.3501
C -9.0281 -3.8623 -4.7830 -0.8175
C -8.0029 -2.7591 -4.6295 -0.1263
N -8.6283 -1.5040 -4.2340 -0.2784
C -7.6992 -0.4493 -3.8530 -1.2106
C -6.7947 -0.6855 -2.6472 0.1428
O -7.4618 -0.7360 -1.4005 -0.3955
C -8.0224 -1.9940 -1.0576 -0.6516
H -11.2721 -4.3807 -2.4316 0.2398
H -11.0747 -2.8106 -3.2286 0.2972
H -11.5454 -4.2406 -4.1778 0.3471
H -9.8193 -3.5680 -5.4781 0.4089
H -8.5294 -4.7435 -5.1952 0.3996
H -7.4933 -2.6156 -5.5869 0.3714
H -7.2585 -3.1084 -3.9005 0.1124
H -9.2647 -1.6777 -3.4674 0.0999
H -8.2921 0.4452 -3.6452 0.4111
H -7.0661 -0.2168 -4.7155 0.4592
H -6.1201 0.1747 -2.5781 0.2094
H -6.1575 -1.5710 -2.7729 0.2144
H -7.4275 -2.8224 -1.4503 0.2937
H -9.0503 -2.0889 -1.4142 0.2278
H -8.0402 -2.0599 0.0302 0.3082
C 11.3539 0.7685 -2.0872 -0.7089
O 10.1142 1.4480 -2.1426 -0.3480
C 9.4279 1.3301 -3.3820 -0.8177
C 8.1736 0.4948 -3.2374 -0.1090
N 8.4916 -0.9042 -2.9890 -0.2653
C 7.3520 -1.7374 -2.6246 -1.1771
C 6.5975 -1.4072 -1.3408 -0.1410
O 7.3280 -1.6353 -0.1501 -0.3065
C 8.1928 -0.5864 0.2492 -0.6966
H 11.8525 1.0786 -1.1706 0.2396
H 11.2286 -0.3197 -2.0618 0.2947
H 11.9888 1.0302 -2.9380 0.3472
H 10.0846 0.9189 -4.1538 0.4093
H 9.1393 2.3392 -3.6892 0.3982
H 7.5946 0.5671 -4.1631 0.3567
H 7.5765 0.9431 -2.4306 0.0902
H 9.1893 -0.9614 -2.2590 0.1062
H 7.7168 -2.7633 -2.5333 0.3888
H 6.6375 -1.7280 -3.4541 0.4616
H 5.7374 -2.0811 -1.2871 0.3820
H 6.1947 -0.3859 -1.3467 0.2535
H 7.7941 0.3940 -0.0249 0.3060
H 9.1928 -0.6999 -0.1763 0.2304
H 8.2872 -0.6339 1.3348 0.3241

No. 2
158
Properties=species:S:1:pos:R:3:mulliken_spin:R:1 method="wB97M-V/def2-TZVPD" charge=+5 homo_energy_ev="-6.95 / -11.85" e_tot_ev=-140301.318 s2=2.0085 multiplicity=3
Pt -17.9394 -22.0437 0.3321 0.7082
C -12.7859 -14.2226 -15.3126 0.0000
C -13.6916 -15.3723 -14.9880 0.0000
N -12.8745 -16.5162 -14.5212 0.0000
C -12.3986 -17.4502 -15.4129 0.0000
C -11.4667 -18.1548 -14.7226 0.0000
N -11.3187 -17.5877 -13.4786 0.0000
C -12.2630 -16.6044 -13.3817 0.0000
C -10.4631 -18.1068 -12.4626 0.0000
H -12.6317 -13.7883 -14.3701 0.0000
H -13.4304 -13.6343 -15.9915 0.0000
H -11.8914 -14.4209 -15.9529 0.0000
H -14.2642 -15.6812 -15.8646 0.0000
H -14.4210 -15.3081 -14.1284 0.0000
H -12.9212 -17.6289 -16.3651 0.0000
H -10.8996 -19.0262 -14.9441 0.0000
H -12.4050 -15.9169 -12.5429 0.0000
H -10.9511 -17.7644 -11.5494 0.0000
H -9.4686 -17.6658 -12.5400 0.0000
H -10.4939 -19.2368 -12.4701 0.0000
C -15.6105 -29.1037 2.9525 0.0000
C -16.1171 -28.1863 1.9192 0.0000
N -16.1359 -28.9020 0.5987 0.0000
C -16.5464 -30.2014 0.4445 0.0000
C -16.4259 -30.3588 -0.9837 0.0000
N -16.0571 -29.1850 -1.5101 0.0000
C -16.0051 -28.2552 -0.5804 0.0002
C -15.8131 -29.0794 -2.9291 0.0000
H -14.5778 -29.4419 2.8287 0.0000
H -16.2678 -29.9246 3.0499 0.0000
H -15.5687 -28.4902 3.8678 0.0000
H -15.5621 -27.1931 1.7440 0.0001
H -17.1281 -27.8660 2.0997 0.0000
H -16.8547 -30.9297 1.1020 0.0000
H -16.5706 -31.1993 -1.5784 0.0000
H -15.6065 -27.3510 -0.8539 -0.0001
H -16.5467 -29.6949 -3.4371 0.0000
H -14.7848 -29.3814 -3.1921 0.0000
H -15.9136 -28.0179 -3.2021 0.0000
C -23.7563 -28.1637 5.2244 0.0000
C -24.9595 -27.8164 4.4186 0.0000
N -24.5017 -27.1165 3.1699 0.0000
C -24.2986 -27.6661 1.9258 0.0000
C -23.6395 -26.7802 1.1454 0.0000
N -23.5013 -25.6569 1.9436 -0.0001
C -24.0187 -25.8603 3.2008 0.0000
C -22.7547 -24.4085 1.5368 0.0008
H -23.0529 -28.8825 4.7664 0.0000
H -24.0455 -28.7158 6.0821 0.0000
H -23.1271 -27.3356 5.6209 0.0000
H -25.4733 -27.0186 4.9810 0.0000
H -25.5677 -28.6105 4.1446 0.0000
H -24.5123 -28.6806 1.7253 0.0000
H -23.1244 -26.8000 0.1671 0.0000
H -24.0565 -25.2361 4.0423 0.0000
H -23.4429 -23.8909 0.9125 0.0000
H -21.9717 -24.6870 0.8313 -0.0009
H -22.4685 -23.8020 2.4061 0.0001
C -27.1830 -13.3498 11.6759 0.0000
C -28.0510 -14.4629 12.1003 0.0000
N -28.0550 -15.6524 11.2087 0.0000
C -28.7892 -15.8616 10.0489 0.0000
C -28.6010 -17.1156 9.6796 0.0000
N -27.7030 -17.7066 10.5596 0.0000
C -27.4525 -16.7626 11.4994 0.0000
C -26.9561 -18.9818 10.4296 0.0000
H -26.1335 -13.5536 11.6236 0.0000
H -27.4351 -12.6481 12.4597 0.0000
H -27.4591 -12.8126 10.7138 0.0000
H -29.0935 -14.1270 12.1678 0.0000
H -27.7988 -14.8017 13.0909 0.0000
H -29.3538 -15.0745 9.5259 0.0000
H -29.1624 -17.6978 9.0069 0.0000
H -26.7257 -16.9955 12.2924 0.0000
H -25.9341 -18.7172 10.4968 0.0000
H -27.2254 -19.4150 9.4973 0.0000
H -27.2973 -19.6011 11.2106 0.0000
C -21.1240 -12.4155 -3.9622 0.0000
C -22.4198 -12.6221 -3.2403 0.0000
N -23.1843 -13.7767 -3.8294 0.0000
C -22.7392 -14.9434 -4.4429 0.0000
C -23.8497 -15.5968 -4.9174 0.0000
N -24.9754 -14.9211 -4.3770 0.0000
C -24.5041 -13.8522 -3.7470 0.0000
C -26.4198 -15.2309 -4.5432 0.0000
H -20.3494 -13.1081 -3.6675 0.0000
H -20.7919 -11.4660 -3.6113 0.0000
H -21.2861 -12.4162 -5.0564 0.0000
H -23.0895 -11.7322 -3.3490 0.0000
H -22.3124 -12.7784 -2.1463 0.0000
H -21.7152 -15.1319 -4.6469 0.0000
H -24.0294 -16.5024 -5.4129 0.0000
H -25.0398 -13.0730 -3.2073 0.0000
H -26.5516 -15.2083 -5.5864 0.0000
H -27.1300 -14.5676 -4.0514 0.0000
H -26.5391 -16.2375 -4.1149 0.0000
C -8.3471 -16.4697 7.1414 0.0000
C -6.8191 -16.5620 7.0200 0.0000
N -6.3224 -17.9347 6.8106 0.0000
C -6.9184 -19.0604 7.3088 0.0000
C -6.1895 -20.1294 6.9617 0.0000
N -5.1286 -19.6282 6.2723 0.0000
C -5.2056 -18.3065 6.1903 0.0000
C -4.0775 -20.4875 5.7086 0.0000
H -8.9642 -17.1140 6.5792 0.0000
H -8.5173 -15.4174 7.0235 0.0000
H -8.6864 -16.5866 8.1485 0.0000
H -6.3159 -16.0198 7.8161 0.0000
H -6.4788 -16.0651 6.1074 0.0000
H -7.7806 -19.0902 7.8832 0.0000
H -6.2416 -21.1628 7.1628 0.0000
H -4.4319 -17.6805 5.7816 0.0000
H -4.3380 -20.8648 4.7285 0.0000
H -3.8905 -21.2534 6.4225 0.0000
H -3.0894 -19.8670 5.6481 0.0000
C -6.0794 -30.5531 -4.4261 0.0414
C -4.9327 -31.0699 -5.3168 0.0405
N -3.6260 -30.5706 -4.8903 0.1332
C -3.1292 -29.3212 -5.1234 0.1242
C -2.0461 -29.1215 -4.3378 -0.1242
N -1.9384 -30.2657 -3.6227 0.1437
C -2.8874 -31.1333 -3.9038 0.5621
C -0.9197 -30.4898 -2.5629 0.0035
H -6.1703 -29.4704 -4.6408 0.0062
H -5.9295 -30.7117 -3.4055 -0.0251
H -7.0161 -31.0762 -4.7456 0.0032
H -5.0893 -30.7922 -6.3497 0.0016
H -4.8400 -32.1610 -5.3092 0.0045
H -3.5542 -28.6821 -5.8315 0.0394
H -1.4556 -28.2949 -4.0684 0.0026
H -2.9889 -32.1565 -3.4979 0.0358
H -1.0003 -29.6972 -1.8613 -0.0001
H 0.0490 -30.5641 -3.0344 0.0009
H -1.1343 -31.3511 -1.9322 0.0065
B -19.0503 -25.1149 4.0530 -0.0001
F -19.7571 -22.4962 0.5808 0.0483
F -18.4577 -23.9422 4.0269 -0.0002
F -19.9504 -25.3019 4.9422 0.0000
F -19.0415 -25.8124 2.9562 -0.0002
B -17.8161 -25.1334 -0.4026 0.0003
F -16.6792 -25.2791 -1.0564 -0.0004
F -17.3421 -23.6284 0.8332 0.0453
F -18.7819 -24.4102 -1.0313 -0.0012
F -17.9134 -25.9701 0.6527 -0.0006
B -14.1763 -24.2727 3.0615 -0.0008
F -16.3013 -21.4543 -0.0536 0.0867
F -12.9028 -24.6848 3.1494 -0.0001
F -14.5999 -23.0574 2.8011 0.0000
F -15.0789 -25.2130 3.2772 0.0001
N -18.6310 -20.1660 -0.1536 0.1150
S -18.7849 -19.1485 1.2932 -0.0038
O -19.9684 -19.6177 1.8865 0.0041
O -18.4123 -17.9047 0.8804 0.0005
F -17.4674 -19.8610 1.8505 0.0011
S -19.1750 -19.8089 -1.8771 -0.0049
O -19.7134 -20.9914 -2.4261 0.0001
O -18.0559 -19.0328 -2.1520 0.0025
F -20.3897 -18.8905 -1.4896 -0.0001

No. 3
24
Properties=species:S:1:pos:R:3:mulliken_charge:R:1 method="wB97M-V/def2-TZVPD" homo_energy_ev=-6.97 e_tot_ev=-19295.970 de_lowest_kj_mol=434.3
C -1.5898 -0.0077 -0.4170 -0.3393
C 1.4969 -0.0778 -0.2422 0.6480
C 0.5803 0.8646 0.4421 -0.8658
C -0.7137 1.1738 -0.5050 0.6025
C -0.0599 -1.8948 -0.5115 -0.2041
C 2.8041 0.5351 -0.8261 -1.2973
C -1.3284 2.3189 0.2296 -1.5050
C -0.1107 -2.5896 0.8870 -0.8224
N 1.0682 -1.1903 -0.6666 -0.4493
P -3.1864 -0.4837 -0.2925 -0.1297
H 0.3595 0.3704 1.4452 0.1152
H 0.9182 1.9094 0.5068 0.5141
H -0.4881 1.5086 -1.4692 0.4677
H -0.4088 -2.4848 -1.2837 0.3986
H 2.3183 1.2194 -1.5299 0.2974
H 3.3548 -0.2927 -1.0861 0.4427
H 3.1589 1.0625 0.0347 0.3226
H -1.9564 2.9753 -0.4052 0.3909
H -0.6974 3.0261 0.7962 0.3420
H -2.1981 2.0134 0.9074 0.3255
H -1.1137 -3.0523 0.9697 0.3100
H 0.0603 -1.6946 1.6764 0.1660
H 0.6976 -3.3525 1.0502 0.3352
H -2.9655 -1.8568 0.2894 -0.0655